1.
{
  "formula": "C27H58NNiP3",
  "method": "wB97M-V/def2-TZVPD",
  "multiplicity": 3,
  "s_squared": 2.0121,
  "elements": ["H", "H", "H", "H", "C", "H", "H", "H", "P", "H", "H", "C", "H", "C", "C", "H", "H", "H", "C", "H", "H", "H", "H", "P", "H", "C", "C", "P", "H", "H", "H", "H", "N", "H", "C", "H", "C", "C", "C", "H", "H", "H", "H", "C", "H", "C", "H", "H", "H", "H", "H", "H", "H", "C", "H", "H", "H", "C", "H", "H", "H", "H", "H", "C", "C", "C", "H", "C", "H", "H", "C", "H", "H", "C", "H", "H", "H", "Ni", "C", "H", "H", "H", "C", "C", "H", "H", "C", "C", "H", "C"],
  "xyz": [[-2.17232, -0.61289, 5.13377], [-0.34904, -1.33307, -4.89958], [-2.63209, -3.21564, 3.88961], [2.20418, 2.12439, -0.29650], [-1.48428, -1.89074, -3.04889], [-1.82331, -3.40192, 0.74873], [0.80228, 3.70646, -0.76084], [2.75443, 4.63852, -2.22923], [-0.43674, 0.32956, -2.87303], [-0.42924, -0.77157, 5.51266], [-1.84770, 1.91184, -4.22544], [-1.05174, 1.78955, 4.18165], [0.65319, 2.07663, -4.58280], [1.78735, 1.23878, 2.35760], [3.34472, 2.35048, -3.43639], [-1.70328, 2.66553, 4.33049], [0.22918, 0.55913, -5.38679], [-2.31727, -2.80420, 2.18766], [-1.93248, 0.87253, -3.89292], [3.85505, 1.33595, -1.69295], [-0.94832, -4.81589, 0.05707], [1.45214, -3.23588, -2.23839], [2.88729, 1.28941, 2.40410], [-0.48734, -0.44804, 2.37928], [3.72361, 1.58031, -4.11179], [-1.05654, -1.79492, 3.64955], [-1.33237, 2.12283, 1.74945], [-0.86855, -3.00840, -1.56668], [1.47431, -1.07224, 4.91271], [-1.18039, 1.16233, 5.06609], [-3.20789, -1.66449, 3.21537], [-1.52842, 1.61595, 0.80268], [-0.62216, -0.62925, 0.78258], [0.46254, 5.06982, -4.24081], [0.56105, -3.84949, -2.36378], [0.72390, -1.65683, -3.48363], [0.20188, 3.58260, -2.78707], [3.25149, 3.68115, -4.09587], [0.61920, 0.98108, -4.44059], [2.12570, -2.18003, 2.75535], [2.69114, 0.13839, 4.57541], [-0.52318, -3.72184, 4.41595], [0.43962, -3.95278, -3.44957], [-2.39150, -2.39340, 3.19537], [1.49098, 1.33637, 1.30808], [-1.30144, -1.27236, 5.08700], [-2.23715, -2.35389, -3.66884], [-1.96129, 0.22885, -4.77679], [0.71240, -4.83947, -1.91772], [-2.07137, -1.08221, -2.48216], [1.06064, 0.65744, 4.96041], [-0.33612, 2.57390, 1.70008], [4.19657, 4.15843, -4.36336], [1.85040, 1.94332, -1.32817], [-0.26601, 2.30527, -1.10277], [-0.09799, -3.37272, 0.77894], [1.65299, 0.62439, -4.37664], [1.62970, -0.10835, 4.42665], [-2.04649, -4.19867, -3.40987], [2.84204, 3.52767, -5.09698], [-3.30274, 0.21703, 2.06373], [-2.06810, 2.92867, 1.87876], [3.23644, -0.89997, 2.24314], [2.18384, -1.21586, 2.23944], [2.41464, 4.66399, -3.27619], [1.34725, -0.11965, 2.91156], [-1.51867, -2.14669, 5.72358], [0.60722, 2.89421, -1.48740], [-3.27593, 0.22355, 3.87517], [-3.14093, -4.00623, -2.03737], [-1.49699, 1.10422, 2.87837], [1.86231, -1.34850, 1.19914], [-0.87914, 3.51248, -2.97378], [-2.99905, 0.77054, 2.96303], [1.39510, 2.08839, 2.92967], [-2.00010, -5.29108, -1.93626], [0.17897, -3.43594, 2.82112], [-0.77843, -1.03565, -1.14021], [-0.94902, -3.71759, 0.16892], [-0.01908, 2.15264, 4.13781], [-3.53953, 1.73160, 2.97087], [2.57928, 5.67441, -3.65366], [3.08736, 1.96365, -2.17914], [-0.05350, -2.95668, 3.77779], [-2.86890, 0.71274, -3.35468], [1.51369, 0.88285, -1.32720], [-0.28623, -1.31683, -3.79448], [-2.11114, -4.25892, -2.30549], [0.87966, -2.67732, 4.27615], [0.96573, 4.40830, -3.52987]]
}

=====

2.
{
  "formula": "C41H33NO4PPtS2Sb",
  "method": "wB97M-V/def2-TZVPD",
  "elements": ["C", "H", "C", "H", "C", "H", "S", "H", "C", "H", "S", "C", "C", "H", "H", "C", "H", "H", "O", "H", "C", "C", "H", "C", "H", "C", "C", "H", "C", "H", "H", "H", "C", "H", "C", "H", "C", "H", "C", "Pt", "H", "C", "C", "C", "P", "H", "C", "C", "C", "C", "O", "C", "C", "Sb", "C", "C", "H", "H", "C", "C", "C", "H", "H", "H", "N", "C", "H", "H", "O", "C", "H", "C", "C", "C", "C", "O", "C", "C", "H", "C", "C", "H", "H", "H"],
  "xyz": [[3.31130, -3.51161, 4.18189], [3.57925, -2.73586, -1.20699], [4.41334, -2.00562, 2.66585], [5.35877, -3.58134, -2.67538], [-0.22196, 0.41938, -6.59716], [4.49104, 0.62722, 3.29332], [1.87195, -0.61328, -3.30788], [-2.08075, 2.16599, -4.38825], [-1.16775, 4.16569, -1.91309], [-2.00924, 2.33546, 0.15646], [-0.54931, -0.09590, 0.98070], [1.21398, 2.42205, 4.29660], [6.81590, -0.68451, -1.69614], [-5.26287, -0.26456, -2.50075], [5.94277, 0.75468, -0.36799], [0.58574, 0.07571, -4.35272], [1.75688, 2.76161, -2.88533], [1.17680, -3.63371, 3.99729], [2.87461, -1.12788, -4.19636], [5.29732, 4.80577, 2.86713], [1.03853, 3.53097, -2.63091], [6.65623, -1.90341, -2.34029], [3.45447, 2.66120, -0.34308], [-4.55978, 0.32567, -1.92785], [0.75239, 6.90103, -2.46063], [4.47007, 1.52580, 2.68890], [0.69088, -0.14489, -5.71992], [1.67075, 3.04851, 5.04895], [4.91866, 3.87823, 2.45643], [7.43243, -2.27279, -2.99801], [1.65540, 3.75473, 2.63670], [-2.17485, 3.90739, -1.61371], [0.08486, 0.44220, 3.60038], [-1.53236, 6.26960, -1.75665], [5.81469, -0.20170, -0.86277], [0.59440, 0.84788, 5.63443], [-3.25777, 0.47572, -2.38554], [4.34304, 4.76042, 0.58359], [4.49438, -2.16639, -1.32112], [0.95203, 0.48331, -0.78320], [3.36280, -4.23793, 4.98292], [2.01614, -2.23770, 2.60340], [-0.24725, 3.17310, -2.22123], [-1.22552, 1.24570, -6.11552], [-0.60579, 1.38893, -2.11356], [1.50274, -0.76188, -6.07799], [0.62077, 1.20281, 4.61314], [0.10077, 0.87066, 2.26683], [-2.34447, 1.22925, -1.65530], [-0.43915, 0.88970, -3.85452], [0.67345, 2.56259, 0.80089], [2.08449, -3.16983, 3.63206], [-4.04030, 1.65983, 0.00285], [3.08472, -0.24182, 0.54742], [-1.32060, 1.48562, -4.75514], [-0.80660, 5.50408, -1.99894], [5.43709, -3.21291, 4.11101], [5.32895, -1.57532, 2.27457], [3.89695, 2.66629, 0.64718], [0.47366, 5.85730, -2.39394], [4.38755, 3.85330, 1.17283], [-1.92219, 1.71911, -6.79473], [2.39240, 5.13437, -3.03600], [-4.33744, 2.10964, 0.94109], [0.65193, 2.09578, 2.00402], [3.94375, 1.49432, 1.40094], [-0.13405, 0.22790, -7.65852], [7.71733, -0.10409, -1.84546], [1.24076, -1.56384, -2.41830], [-4.95482, 0.92576, -0.74166], [-0.36182, -0.52168, 3.80242], [1.39379, 4.86685, -2.71495], [4.65528, -0.94558, -0.67040], [4.95935, 2.71564, 3.21438], [5.49567, -2.64250, -2.15520], [2.29728, 0.55765, -2.46240], [3.18018, -1.64260, 2.12623], [1.22282, 2.83296, 2.99158], [-5.97134, 0.80953, -0.38847], [4.47731, -2.93409, 3.69526], [-2.73583, 1.79926, -0.44105], [5.36846, 2.73384, 4.21687], [1.05948, -1.98596, 2.16357], [-2.95688, -0.00885, -3.30539]]
}

=====

3.
{
  "formula": "C3H2BrF3O",
  "method": "wB97M-V/def2-TZVPD",
  "elements": ["Br", "H", "C", "F", "F", "C", "H", "F", "C", "O"],
  "xyz": [[0.27888, 2.09997, -1.54662], [0.15814, 2.23137, 1.15729], [-0.36605, 1.92798, 0.29080], [-1.60042, 2.37850, 0.39847], [1.83416, -0.81951, 0.20099], [0.68569, -1.45624, -0.17792], [0.54036, -1.27565, -1.34528], [0.74089, -2.73828, 0.08700], [-0.62091, -0.89706, 0.38405], [-1.65072, -1.45107, 0.55121]]
}

=====

4.
{
  "formula": "C3H6ClF",
  "method": "wB97M-V/def2-TZVPD",
  "elements": ["C", "H", "F", "Cl", "C", "H", "H", "H", "H", "C", "H"],
  "xyz": [[0.73458, 0.16730, -0.14594], [1.19344, -0.84559, -0.38830], [-3.12338, -1.67228, -0.21312], [-3.95335, 0.54576, 0.07800], [-0.70693, 0.09167, 0.23687], [-0.80440, -0.60307, 0.97221], [1.46346, 0.63356, 0.59277], [-1.44507, -0.18927, -0.55278], [-1.18447, 0.96499, 0.59410], [-3.06640, -0.52158, -0.87094], [0.97087, 0.71492, -1.08370]]
}

=====

For the records above, the corresponding ΔE to the lowest compared entry with this formula, charge and spin values read 0.0; 0.0; 80.1; 80.3 kcal per mole.